# 1
Density functional theory data (ωB97M-V/def2-TZVPD) for 2 unconnected molecules or ions with the total composition C5H12ClN3O2.

Last columns: bonded neighbours and bond lengths (Å).
Element x y z (Å)
1 C -1.1053 1.8430 0.2869  C5 1.475, H12 1.114, H13 1.097, H14 1.204
2 C -0.3788 -2.6228 0.5133  N6 1.250, H15 1.156, H16 1.097
3 C 1.5165 1.1230 -0.6473  C4 1.536, N7 1.393, H18 1.185, H19 1.145
4 C 2.4751 0.4277 0.3310  C3 1.536, Cl11 1.846, H20 1.080, H21 1.099
5 C -0.8150 0.5500 -0.3597  C1 1.475, N7 1.350, N8 1.313
6 N 0.3527 -1.7355 1.0022  C2 1.250, H22 0.998
7 N 0.3622 0.4319 -1.0096  C3 1.393, C5 1.350, H23 1.011
8 N -1.7359 -0.3564 -0.5902  C5 1.313, O9 1.386, O10 1.271
9 O -2.9668 -0.0972 -0.0083  N8 1.386, H17 1.000
10 O -1.4657 -1.4339 -1.2073  N8 1.271
11 Cl 3.5027 -0.8932 -0.4482  C4 1.846
12 H -2.1936 1.7721 0.5124  C1 1.114
13 H -0.6426 2.1330 1.2382  C1 1.097
14 H -0.9790 2.7516 -0.4925  C1 1.204
15 H -1.5017 -2.6861 0.7813  C2 1.156
16 H 0.0968 -3.3935 -0.1051  C2 1.097
17 H -3.4635 -0.9365 -0.2278  O9 1.000
18 H 2.0970 1.4098 -1.6401  C3 1.185
19 H 1.0668 2.1248 -0.3247  C3 1.145
20 H 1.8264 0.0279 1.0956  C4 1.080
21 H 3.2569 1.0688 0.7614  C4 1.099
22 H 0.0679 -0.9652 1.5684  N6 0.998
23 H 0.6268 -0.5432 -1.0298  N7 1.011

Output
**SMILES string**: C/C(NCCCl)=[N+](/[O-])O.C=N
**Highest occupied orbital energy**: -7.9 eV
**Net charge**: 0
**Gap between HOMO and LUMO**: 0.311 hartree

natural (NBO) atomic charge list, values in e, 2 entries: -0.705 0.028



# 2
Density functional theory data (ωB97M-V/def2-TZVPD) for 2 unconnected molecules or ions with the total composition C5H12ClNS.

Last columns: bonded neighbours and bond lengths (Å).
Element x y z (Å)
1 C 0.7017 1.1956 -0.5034  C5 1.448, H9 1.128, H10 1.015, H11 1.202
2 C 0.5959 -0.3462 1.6133  C5 1.519, H12 1.014, H13 1.049, H14 1.123
3 C -2.5711 0.0854 -1.1137  N6 1.419, H15 1.190, H16 1.090, H17 1.038
4 C 1.1007 -1.3137 -0.6135  C5 1.462, S7 2.013, H18 1.014, H19 1.034
5 C 0.6943 -0.1134 0.1153  C1 1.448, C2 1.519, C4 1.462
6 N -1.7154 -0.9921 -0.7671  C3 1.419, Cl8 1.666
7 S 3.0908 -1.5683 -0.4464  C4 2.013, H20 1.335
8 Cl -2.2851 -1.7314 0.6135  N6 1.666
9 H 0.3391 1.1065 -1.5681  C1 1.128
10 H 0.0332 1.7975 -0.0323  C1 1.015
11 H 1.7524 1.7178 -0.2429  C1 1.202
12 H 0.5456 0.5431 2.0976  C2 1.014
13 H 1.3576 -0.9338 2.0328  C2 1.049
14 H -0.3894 -0.7494 1.9695  C2 1.123
15 H -2.5767 0.9498 -0.2963  C3 1.190
16 H -2.0353 0.5988 -1.9116  C3 1.090
17 H -3.5481 -0.2076 -1.3042  C3 1.038
18 H 1.1691 -1.3196 -1.6250  C4 1.014
19 H 0.7504 -2.1774 -0.1668  C4 1.034
20 H 3.2795 -0.9375 0.7155  S7 1.335

Output
**Highest occupied orbital energy (alpha / beta)**: -8.9 / -7.2 eV
**Net charge**: 0
**Gap between HOMO and LUMO (alpha / beta)**: 0.330 / 0.238 hartree

natural (NBO) atomic charge list, values in e, 2 entries: -0.682 -0.694



# 3
Density functional theory data (ωB97M-V/def2-TZVPD) for a single C5H12ClO4PS molecule.

Last columns: bonded neighbours and bond lengths (Å).
Element x y z (Å)
1 C 2.0614 0.4336 -2.8467  C3 1.491, H13 1.159, H14 1.140, H15 1.153
2 C -2.1082 1.5207 1.1504  C4 1.446, H16 1.030, H17 1.052, H18 1.181
3 C 1.9268 0.3598 -1.3635  C1 1.491, O8 1.448, H19 1.041, H20 1.132
4 C -2.5605 0.3130 0.4960  C2 1.446, O9 1.405, H21 1.186, H22 1.117
5 C 0.8386 -2.2076 -0.4133  P10 1.721, H23 1.073, H24 1.057
6 O 0.7473 -0.1835 1.4528  P10 1.697, S11 1.662
7 O 0.1116 0.8149 3.6481  S11 1.408
8 O 0.5209 0.2834 -1.0267  C3 1.448, P10 1.567
9 O -1.4994 -0.4930 0.0511  C4 1.405, P10 1.545
10 P 0.0219 -0.7595 0.0314  C5 1.721, O6 1.697, O8 1.567, O9 1.545
11 S 0.8454 -0.2600 3.1097  O6 1.662, O7 1.408, Cl12 2.131
12 Cl -0.2309 -2.0913 3.2862  S11 2.131
13 H 3.1440 0.6541 -3.1963  C1 1.159
14 H 1.8764 -0.6359 -3.1963  C1 1.140
15 H 1.2742 1.2082 -3.1782  C1 1.153
16 H -2.3998 1.5408 2.1376  C2 1.030
17 H -1.0571 1.5733 1.1479  C2 1.052
18 H -2.4926 2.4735 0.5684  C2 1.181
19 H 2.1925 1.1832 -0.7846  C3 1.041
20 H 2.3211 -0.6048 -0.9223  C3 1.132
21 H -3.3465 0.5595 -0.3575  C4 1.186
22 H -3.1205 -0.2910 1.2503  C4 1.117
23 H 0.5025 -2.9259 0.3089  C5 1.073
24 H 0.4310 -2.4656 -1.3534  C5 1.057

Output
**Highest occupied orbital energy**: -8.1 eV
**Net charge**: 0
**Gap between HOMO and LUMO**: 0.292 hartree

natural (NBO) atomic charge list, values in e, 2 entries: -0.645 -0.645



# 4
Density functional theory data (ωB97M-V/def2-TZVPD) for 2 unconnected molecules or ions with the total composition C5H12FN2O.

Last columns: bonded neighbours and bond lengths (Å).
Element x y z (Å)
1 C -0.4255 0.1260 -0.2023  C2 1.536, H6 1.102, H7 1.106
2 C -1.3476 -0.9109 -0.8621  C1 1.536, C3 1.514, H8 1.095, H9 1.094
3 C -2.5267 -1.3223 -0.0070  C2 1.514, C4 1.522, F5 1.437, H10 1.089
4 C -3.7362 -0.4086 -0.1459  C3 1.522, H11 1.091, H12 1.089, H13 1.086
5 F -2.9798 -2.6459 -0.3370  C3 1.437
6 H -0.1040 -0.3258 0.7496  C1 1.102
7 H -1.0224 1.0185 0.0621  C1 1.106
8 H -1.6808 -0.5713 -1.8486  C2 1.095
9 H -0.7554 -1.8159 -1.0296  C2 1.094
10 H -2.1992 -1.3664 1.0302  C3 1.089
11 H -4.2924 -0.3623 0.7914  C4 1.091
12 H -4.4106 -0.8442 -0.8823  C4 1.089
13 H -3.4463 0.5948 -0.4433  C4 1.086
14 C 3.4828 0.6131 0.5503  O15 1.218, N16 1.358, N17 1.388
15 O 3.2562 -0.5160 0.9454  C14 1.218
16 N 2.5842 1.4196 -0.0707  C14 1.358, H18 1.002, H19 1.038
17 N 4.7409 1.1753 0.7197  C14 1.388, H20 1.001, H21 1.001
18 H 2.8335 2.3431 -0.3699  N16 1.002
19 H 1.6153 1.0874 -0.2361  N16 1.038
20 H 5.4350 0.6135 1.1728  N17 1.001
21 H 4.9790 2.0982 0.4133  N17 1.001

Output
**Highest occupied orbital energy**: -1.6 eV
**Net charge**: -1
**Gap between HOMO and LUMO**: 0.187 hartree

natural (NBO) atomic charge list, values in e, 2 entries: -0.977 -0.458



# 5
Density functional theory data (ωB97M-V/def2-TZVPD) for a single C5H12N molecule.

Last columns: bonded neighbours and bond lengths (Å).
Element x y z (Å)
1 C -1.1008 0.2037 1.1325  C2 1.510, N6 1.548, H7 1.125, H8 1.099
2 C 0.3429 0.6451 1.1065  C1 1.510, C3 1.577, H9 1.096, H10 1.116
3 C 0.7617 1.2012 -0.3085  C2 1.577, C5 1.573, H11 1.076, H12 1.076
4 C 1.2489 -0.7095 -1.7304  C5 1.342, H13 1.101, H14 1.097
5 C 0.3697 0.2825 -1.5242  C3 1.573, C4 1.342, H15 1.066
6 N -1.2832 -1.3233 0.9543  C1 1.548, H16 1.028, H17 1.057, H18 1.050
7 H -1.7548 0.4611 2.0114  C1 1.125
8 H -1.5317 0.5574 0.1849  C1 1.099
9 H 1.0795 -0.0523 1.5216  C2 1.096
10 H 0.6015 1.5399 1.7217  C2 1.116
11 H 0.2865 2.1622 -0.4000  C3 1.076
12 H 1.8325 1.2858 -0.2395  C3 1.076
13 H 2.0526 -0.8283 -0.9869  C4 1.101
14 H 1.3399 -1.2348 -2.6896  C4 1.097
15 H -0.2761 0.6390 -2.2942  C5 1.066
16 H -0.4690 -1.8193 0.5709  N6 1.028
17 H -2.0553 -1.4479 0.2435  N6 1.057
18 H -1.6549 -1.6373 1.8849  N6 1.050

Output
**2S+1**: 2
**Highest occupied orbital energy (alpha / beta)**: -3.5 / -10.0 eV
**Net charge**: 0
**Expectation value of S²**: 0.751
**Gap between HOMO and LUMO (alpha / beta)**: 0.160 / 0.397 hartree

natural (NBO) atomic charge list, values in e, 2 entries: -0.341 -0.437



# 6
Density functional theory data (ωB97M-V/def2-TZVPD) for a single C5H12N molecule.

Last columns: bonded neighbours and bond lengths (Å).
Element x y z (Å)
1 C 0.8429 1.3734 0.4874  C2 1.552, N6 1.550, H7 1.093, H8 1.056
2 C -0.7076 1.3167 0.4387  C1 1.552, C3 1.548, H9 1.072, H10 1.167
3 C -1.1023 -0.0591 -0.1502  C2 1.548, C4 1.319, H11 1.173
4 C -0.8202 -1.1452 0.5427  C3 1.319, C5 1.474, H12 1.135
5 C -0.5257 -2.4775 -0.0155  C4 1.474, H13 1.110, H14 1.061, H15 1.192
6 N 1.3510 0.8248 -0.8707  C1 1.550, H16 1.027, H17 1.050, H18 1.039
7 H 1.1396 2.3949 0.7375  C1 1.093
8 H 1.3783 0.6887 1.0862  C1 1.056
9 H -1.1264 1.6716 1.3596  C2 1.072
10 H -1.0866 2.0715 -0.3671  C2 1.167
11 H -1.8255 0.3931 -0.9553  C3 1.173
12 H -0.9892 -1.0544 1.6612  C4 1.135
13 H -0.7937 -3.4095 0.5248  C5 1.110
14 H -0.8347 -2.4247 -1.0295  C5 1.061
15 H 0.6618 -2.4132 0.0655  C5 1.192
16 H 2.2744 0.3748 -0.8663  N6 1.027
17 H 0.6349 0.1652 -1.2633  N6 1.050
18 H 1.5288 1.7090 -1.3858  N6 1.039

Output
**2S+1**: 2
**Highest occupied orbital energy (alpha / beta)**: -3.7 / -7.3 eV
**Net charge**: 0
**Expectation value of S²**: 0.757
**Gap between HOMO and LUMO (alpha / beta)**: 0.160 / 0.281 hartree

natural (NBO) atomic charge list, values in e, 2 entries: -0.243 -0.436



What relative energy (zero: lowest compared OMol25 entry of this formula, charge and spin) values result from the calculations? In sequence: 36.2, 56.7, 43.1, 4.1, 64.3, 95.7 kcal per mole.
What total energy values result from the calculations? In sequence: -26462.00849, -30222.25579, -46214.03227, -13124.62418, -6864.97670, -6863.61801 eV.